1.
72
Properties=species:S:1:pos:R:3:mulliken_spin:R:1 method="wB97M-V/def2-TZVPD" e_homo_ha="-0.360 / -0.360" total_energy_ha=-3417.81483 total_charge=0 s2=2.00 multiplicity=3
Ni -0.013 0.174 0.379 1.755
C -2.787 -2.638 -0.064 0.000
C -1.734 -1.509 -0.011 -0.014
O -1.242 -0.998 -1.057 0.040
O -1.482 -1.072 1.119 0.049
H -3.752 -2.307 0.198 0.000
H -2.511 -3.464 0.530 0.001
H -2.948 -3.046 -1.074 0.001
C 3.187 1.868 -2.142 0.005
C 2.005 1.050 -1.735 -0.002
O 1.371 0.331 -2.492 0.000
O 1.709 1.123 -0.435 0.049
H 3.863 1.112 -2.497 0.000
H 2.897 2.547 -2.960 0.000
H 3.662 2.288 -1.269 0.000
O 1.350 -1.450 0.758 0.037
H 1.093 -2.404 0.733 -0.001
H 1.785 -1.415 1.613 -0.005
O 1.781 -2.431 4.556 0.000
H 0.843 -2.480 4.251 0.000
H 2.036 -3.131 5.156 0.000
O 0.306 1.004 2.242 0.054
H 1.080 1.543 2.062 -0.007
H 0.711 0.336 2.813 -0.002
O 4.594 1.325 2.621 0.000
H 4.746 2.233 2.971 0.000
H 3.826 1.484 2.006 0.000
O 2.413 -0.199 3.683 0.000
H 2.398 -0.933 4.282 0.000
H 3.327 -0.003 3.579 0.000
O 0.295 -2.985 -2.248 0.001
H -0.491 -2.494 -2.000 0.000
H 0.998 -2.359 -1.976 0.000
O 2.058 3.212 1.220 0.000
H 2.319 4.013 0.770 0.000
H 1.992 2.588 0.469 0.000
O -2.759 1.570 -1.669 -0.001
H -2.750 1.900 -2.608 0.000
H -2.560 0.620 -1.732 0.000
O -0.958 -1.771 3.817 0.000
H -1.220 -1.459 2.951 -0.001
H -1.611 -1.375 4.412 0.000
O -0.376 1.332 -4.350 0.000
H -0.009 0.694 -3.695 0.000
H -1.248 1.059 -4.678 0.000
O -0.804 2.501 4.479 0.000
H -0.720 2.136 3.583 -0.002
H -0.035 2.367 5.056 0.000
O -2.368 -0.313 5.715 0.000
H -2.179 0.536 5.290 0.000
H -2.271 -0.002 6.605 0.000
O 0.593 -3.907 0.396 0.000
H 0.387 -3.948 -0.586 0.000
H 0.266 -4.732 0.834 0.000
O -0.948 1.948 0.146 0.054
H -1.581 2.013 -0.616 -0.004
H -0.328 2.692 0.086 -0.005
O 1.512 -1.528 -5.373 0.000
H 1.484 -2.191 -4.650 0.000
H 1.198 -0.690 -5.051 0.000
O -3.484 0.019 -4.518 0.000
H -3.063 -0.828 -4.357 0.000
H -3.547 0.083 -5.453 0.000
O -3.400 2.441 1.949 0.000
H -2.877 2.805 2.657 0.000
H -2.757 2.001 1.383 -0.001
O 0.091 3.183 -2.202 0.000
H -0.135 3.992 -2.641 0.000
H -0.220 2.421 -2.700 0.000
O -1.274 -1.962 -5.940 0.000
H -1.451 -2.496 -6.719 0.000
H -0.281 -2.026 -5.868 0.000

***

2.
28
Properties=species:S:1:pos:R:3:nbo_charge:R:1 method="wB97M-V/def2-TZVPD" e_homo_ha=-0.301 total_energy_ha=-612.32735 e_above_lowest_ev=0.6367 total_charge=0
C -0.614 -3.146 1.167 -0.635
C 0.024 -2.277 0.130 -0.072
C 1.342 -2.227 -0.236 -0.044
N 1.538 -1.125 -1.081 -0.563
C 0.285 -0.590 -1.377 0.202
C -0.110 0.525 -2.130 -0.274
C -1.444 0.889 -2.191 -0.207
C -2.421 0.175 -1.397 -0.241
C -2.007 -0.882 -0.653 -0.181
C -0.666 -1.310 -0.635 -0.133
H -1.396 -3.802 0.790 0.221
H -1.055 -2.524 1.955 0.218
H 0.155 -3.654 1.755 0.220
H 2.096 -2.899 0.127 0.217
H 2.361 -0.750 -1.529 0.415
H 0.552 1.080 -2.779 0.214
H -1.666 1.710 -2.875 0.219
H -3.481 0.382 -1.390 0.219
H -2.721 -1.468 -0.098 0.209
C -0.313 1.511 1.570 -0.718
C 0.876 2.452 1.753 0.675
N 2.102 1.963 1.392 -0.842
O 0.756 3.490 2.368 -0.611
H -0.309 1.175 0.525 0.229
H -1.291 1.947 1.671 0.242
H -0.109 0.643 2.188 0.227
H 2.901 2.577 1.398 0.401
H 2.234 1.044 1.020 0.391

***

3.
10
Properties=species:S:1:pos:R:3:nbo_charge:R:1 method="wB97M-V/def2-TZVPD" e_homo_ha="-0.261 / -0.266" total_energy_ha=-305.11115 e_above_lowest_ev=4.5800 total_charge=0
O -2.236 0.795 -0.184 -0.711
C -1.722 -0.452 -0.214 0.364
O -0.470 -0.618 -0.013 -0.349
C 0.454 0.326 0.118 -0.051
C 1.775 -0.091 0.320 -0.103
C 2.938 -0.399 0.496 -0.231
H -2.341 -1.338 -0.190 0.154
H -2.477 1.096 -1.073 0.495
H 0.125 1.354 0.090 0.201
H 3.955 -0.673 0.651 0.232

***

4.
87
Properties=species:S:1:pos:R:3:mulliken_spin:R:1 method="wB97M-V/def2-TZVPD" e_homo_ha="-0.285 / -0.292" total_energy_ha=-5413.94088 e_above_lowest_ev=1.4273 total_charge=0 s2=2.04 multiplicity=3
Mo 0.646 -0.016 -1.223 2.382
O 3.939 -2.358 -0.748 0.004
C 3.156 -1.669 -0.152 -0.038
O 2.037 -1.237 -0.732 0.009
C 3.358 -1.201 1.259 0.013
C 4.627 -1.455 1.768 0.001
C 4.989 -1.042 3.038 0.000
C 4.066 -0.354 3.805 0.000
C 2.794 -0.104 3.310 -0.007
C 2.400 -0.525 2.042 0.002
P 0.639 -0.220 1.509 0.023
C 0.126 1.180 2.570 -0.077
C -0.116 1.173 3.943 -0.004
C -0.513 2.326 4.603 0.000
C -0.664 3.517 3.907 0.000
C -0.406 3.547 2.546 0.003
C -0.022 2.388 1.889 0.000
C -0.206 -1.783 2.048 -0.011
C 0.092 -2.841 1.285 0.010
C -0.606 -4.113 1.071 0.002
C -1.895 -4.349 1.291 -0.004
C -2.787 -3.392 2.029 0.000
C -1.235 -1.719 3.147 0.004
H 5.328 -1.979 1.132 0.000
H 5.981 -1.244 3.417 0.000
H 4.331 -0.004 4.794 0.000
H 2.104 0.448 3.930 -0.001
H 0.021 0.276 4.525 0.000
H -0.701 2.291 5.668 0.000
H -0.973 4.415 4.426 0.000
H -0.506 4.469 1.989 0.000
H 0.168 2.431 0.825 -0.005
H 0.906 -2.725 0.579 -0.006
H -0.031 -4.862 0.538 0.000
H -2.324 -5.294 0.981 0.000
H -3.730 -3.889 2.256 0.000
H -1.857 -0.837 2.983 0.000
C -2.511 2.993 -1.873 -0.001
C -2.506 3.154 -3.254 0.002
C -1.632 2.415 -4.022 0.006
C -0.760 1.520 -3.408 0.016
N -0.769 1.386 -2.066 -0.066
C -1.627 2.097 -1.318 0.021
C 0.176 0.630 -4.110 -0.148
C 0.320 0.629 -5.496 -0.031
C 1.178 -0.277 -6.094 0.052
C 1.881 -1.186 -5.311 -0.029
C 1.747 -1.179 -3.931 0.067
C 0.904 -0.260 -3.301 -0.061
H -3.191 3.542 -1.237 0.000
H -3.190 3.847 -3.727 0.000
H -1.624 2.515 -5.097 0.000
H -1.611 1.895 -0.256 -0.060
H -0.232 1.325 -6.115 0.001
H 1.297 -0.279 -7.170 0.004
H 2.545 -1.900 -5.783 -0.001
H 2.312 -1.887 -3.335 0.003
Se 2.112 2.078 -0.999 -0.040
C 3.467 1.999 -2.345 0.021
C 4.079 0.829 -2.771 0.014
C 5.079 0.915 -3.729 0.002
N 5.503 2.054 -4.272 -0.006
C 4.913 3.169 -3.845 0.003
C 3.903 3.198 -2.898 -0.007
H 3.799 -0.136 -2.377 0.001
H 5.564 0.009 -4.076 0.000
H 5.264 4.095 -4.289 0.001
H 3.460 4.139 -2.600 0.000
C -6.196 0.490 -0.638 0.000
C -5.223 -0.143 0.327 0.000
O -4.202 -0.800 -0.448 -0.001
P -2.791 -1.126 0.232 0.045
O -2.215 0.053 0.932 -0.011
Te -1.500 -1.815 -1.696 -0.091
O -3.247 -2.253 1.262 -0.001
C -2.131 -2.940 3.343 -0.001
C -3.171 -2.648 4.418 0.000
H -5.704 1.265 -1.226 0.000
H -7.027 0.939 -0.092 0.000
H -6.596 -0.257 -1.323 0.000
H -5.714 -0.889 0.957 0.000
H -4.755 0.602 0.973 0.000
H -0.705 -1.571 4.091 -0.001
H -1.500 -3.771 3.666 0.000
H -3.828 -1.833 4.106 0.000
H -2.694 -2.356 5.355 0.000
H -3.787 -3.526 4.617 0.000

***

Copy entry 3 word for word.
10
Properties=species:S:1:pos:R:3:nbo_charge:R:1 method="wB97M-V/def2-TZVPD" e_homo_ha="-0.261 / -0.266" total_energy_ha=-305.11115 e_above_lowest_ev=4.5800 total_charge=0
O -2.236 0.795 -0.184 -0.711
C -1.722 -0.452 -0.214 0.364
O -0.470 -0.618 -0.013 -0.349
C 0.454 0.326 0.118 -0.051
C 1.775 -0.091 0.320 -0.103
C 2.938 -0.399 0.496 -0.231
H -2.341 -1.338 -0.190 0.154
H -2.477 1.096 -1.073 0.495
H 0.125 1.354 0.090 0.201
H 3.955 -0.673 0.651 0.232